A 12-piece molecular cluster, C158H94O25 overall, computed with the ωB97M-V functional and the def2-TZVPD basis.

Values from the calculation:
Structure (SMILES): O=C1c2ccccc2C(=O)c2ccccc21.O=C1c2ccccc2C(=O)c2ccccc21.O=C1c2ccccc2C(=O)c2ccccc21.O=C1c2ccccc2C(=O)c2ccccc21.O=C1c2ccccc2C(=O)c2ccccc21.O=C1c2ccccc2C(=O)c2ccccc21.O=C1c2ccccc2C(=O)c2ccccc21.O=C1c2ccccc2C(=O)c2ccccc21.O=C1c2ccccc2C(=O)c2ccccc21.O=C1c2ccccc2C(=O)c2ccccc21.O=C1c2ccccc2C(=O)c2ccccc21.C[C@H]1COC(=O)O1
Orbital gap: 7.83 eV
LUMO energy: -1.249 eV

The geometry in ORCA input format:
```
! RIJCOSX wB97M-V def2-TZVPD def2/J DEFGRID3
* xyz 0 1
O -2.67289 3.35866 -8.35683
C -2.30104 2.93753 -7.29506
C -3.21779 2.80034 -6.16249
C -4.58587 2.88266 -6.36236
C -5.47487 2.82781 -5.30909
C -4.98481 2.50250 -4.00490
C -3.64794 2.30328 -3.78199
C -2.74947 2.54915 -4.86374
C -1.34281 2.29406 -4.58732
O -0.96124 1.92373 -3.52990
C -0.37719 2.70534 -5.63995
C 0.99570 2.71163 -5.44185
C 1.92549 3.09289 -6.39493
C 1.41034 3.48016 -7.64949
C 0.02830 3.43923 -7.91062
C -0.87452 3.06556 -6.90580
H -4.97677 3.13080 -7.35238
H -6.46447 3.20658 -5.48718
H -5.65441 2.51174 -3.18070
H -3.25122 2.01788 -2.80007
H 1.37862 2.52124 -4.46443
H 2.96453 3.32367 -6.26053
H 2.04998 3.93729 -8.39482
H -0.38077 3.74293 -8.87660
O -5.66669 -0.07650 -3.08891
C -5.80627 -1.29899 -3.21011
C -5.89047 -2.09003 -1.98634
C -5.76640 -1.46969 -0.79711
C -5.62162 -2.21020 0.37247
C -5.64906 -3.58466 0.24677
C -5.84045 -4.23949 -0.93413
C -5.99691 -3.54453 -2.12538
C -6.41463 -4.13949 -3.43884
O -6.96305 -5.20773 -3.54475
C -5.84670 -3.31364 -4.63106
C -5.62214 -3.89005 -5.87999
C -5.45430 -3.00404 -6.94666
C -5.33089 -1.61899 -6.78508
C -5.41267 -1.13139 -5.52433
C -5.72694 -1.96256 -4.47942
H -5.63273 -0.40097 -0.83982
H -5.38906 -1.76549 1.34432
H -5.36899 -4.13662 1.14301
H -5.81369 -5.34578 -0.89431
H -5.63827 -5.00343 -6.04202
H -5.40385 -3.43778 -7.91766
H -5.07930 -1.02641 -7.63644
H -5.21938 -0.07328 -5.41287
O -2.95741 6.51079 2.41905
C -2.98958 5.41773 2.96479
C -1.81963 4.43846 2.81233
C -0.77790 4.66939 1.94198
C 0.16943 3.68315 1.64659
C 0.14946 2.44716 2.23321
C -0.87393 2.14172 3.09461
C -1.78775 3.14752 3.46094
C -2.91478 2.83948 4.38257
O -2.85553 1.79509 5.04062
C -4.07746 3.72337 4.52825
C -5.06036 3.29943 5.39251
C -6.16047 4.13931 5.53381
C -6.08916 5.42772 5.08082
C -5.09237 5.79820 4.18242
C -4.13502 4.93294 3.80763
H -0.74642 5.63441 1.42647
H 1.00156 4.04397 1.05568
H 0.95320 1.69518 2.00575
H -0.98895 1.28986 3.72223
H -5.01516 2.36704 5.88379
H -6.93967 3.83105 6.21099
H -6.81445 6.15016 5.38438
H -5.08807 6.80247 3.72287
O -1.54330 3.79625 7.59334
C -0.98505 4.33115 6.62674
C 0.22328 3.85175 6.04720
C 0.61436 2.53823 6.30907
C 1.74219 2.02228 5.70873
C 2.49244 2.79585 4.81403
C 2.01103 4.04745 4.49777
C 0.92693 4.62904 5.17134
C 0.40813 5.88667 4.66319
O 1.02921 6.50208 3.77978
C -0.79088 6.48407 5.36673
C -1.30902 7.70712 4.94982
C -2.36877 8.19720 5.60832
C -3.09460 7.43327 6.47951
C -2.72018 6.15444 6.81609
C -1.46585 5.68055 6.23010
H 0.04747 2.01041 7.00725
H 1.98659 1.01605 5.96905
H 3.35661 2.36592 4.22625
H 2.39452 4.70997 3.71802
H -0.62329 8.30831 4.30305
H -2.70383 9.14357 5.25116
H -3.99451 7.78009 6.89663
H -3.25009 5.64013 7.59050
O -6.22415 5.28767 -0.28781
C -5.77233 4.33991 0.32643
C -6.70183 3.55890 1.28003
C -7.98500 4.06277 1.51628
C -8.80465 3.44901 2.43690
C -8.38799 2.29670 3.06186
C -7.25382 1.65485 2.65499
C -6.35862 2.32799 1.80545
C -4.99563 1.77421 1.42669
O -4.63602 0.68877 1.80877
C -4.04339 2.62075 0.58597
C -2.79682 1.98545 0.34277
C -1.90196 2.70642 -0.38541
C -2.18020 3.97335 -0.87271
C -3.35303 4.63854 -0.61675
C -4.38659 3.87898 0.15237
H -8.25241 4.96566 0.98841
H -9.71890 3.95184 2.73583
H -9.02514 1.96411 3.84506
H -7.04518 0.64815 3.06006
H -2.66317 0.99905 0.72162
H -0.91469 2.32002 -0.55661
H -1.42394 4.41857 -1.49113
H -3.69858 5.56637 -1.09104
O 7.75779 -0.87919 -2.36418
C 7.12868 -1.74871 -2.91158
C 7.60049 -2.25049 -4.25596
C 8.82178 -1.80937 -4.81323
C 9.28728 -2.21401 -6.03228
C 8.34422 -2.88317 -6.87556
C 7.19288 -3.36750 -6.31276
C 6.82392 -3.07121 -5.00013
C 5.59680 -3.72311 -4.38898
O 4.90448 -4.40188 -5.12246
C 5.14902 -3.32797 -3.03003
C 3.88251 -3.68659 -2.55654
C 3.49489 -3.29088 -1.24107
C 4.37717 -2.50797 -0.48342
C 5.55202 -2.05893 -1.08028
C 5.93537 -2.42492 -2.33760
H 9.50971 -1.35945 -4.12344
H 10.26987 -1.95372 -6.34497
H 8.63457 -3.27623 -7.81839
H 6.65570 -4.07546 -6.96224
H 3.31838 -4.32562 -3.17078
H 2.60836 -3.75272 -0.80050
H 4.20752 -2.13728 0.52080
H 6.27709 -1.54746 -0.42545
O 3.13476 3.96734 -2.87882
C 3.58412 4.42980 -1.84569
C 2.86593 5.37812 -1.02415
C 1.71181 5.98559 -1.47111
C 0.98534 6.80843 -0.57215
C 1.34473 6.97774 0.74627
C 2.49611 6.31642 1.17779
C 3.29160 5.66587 0.28646
C 4.55409 5.05257 0.77125
O 4.95985 5.31072 1.89993
C 5.36988 4.25871 -0.13290
C 6.58185 3.62998 0.28535
C 7.32322 2.84579 -0.59908
C 6.83013 2.62813 -1.89563
C 5.60900 3.21084 -2.26947
C 4.89483 3.97731 -1.37777
H 1.37383 5.78521 -2.45929
H 0.00296 7.20134 -0.92880
H 0.86913 7.63481 1.51073
H 2.83406 6.41280 2.21688
H 6.92051 3.91987 1.27793
H 8.14413 2.22206 -0.24500
H 7.39739 2.02500 -2.65742
H 5.33061 3.05242 -3.32321
O 2.32534 -0.43259 -8.52093
C 2.03614 -0.39751 -7.34640
C 3.13139 -0.03727 -6.46175
C 4.42771 0.44630 -6.96275
C 5.40769 0.66341 -6.04585
C 5.18972 0.49622 -4.66233
C 3.92173 0.13169 -4.16462
C 2.93448 -0.13512 -5.13069
C 1.63722 -0.62743 -4.61004
O 1.56867 -0.92873 -3.42543
C 0.53225 -0.80239 -5.54782
C -0.72675 -1.17703 -5.00512
C -1.76718 -1.28240 -5.87673
C -1.59896 -1.16382 -7.25271
C -0.36202 -0.87809 -7.77927
C 0.68949 -0.73675 -6.88157
H 4.39556 0.71118 -8.07346
H 6.39143 0.94164 -6.38817
H 6.09038 0.45316 -3.98765
H 3.72412 0.12180 -3.12296
H -0.92657 -1.24976 -3.90127
H -2.78884 -1.32938 -5.50952
H -2.37051 -1.20279 -7.99893
H -0.09708 -0.63285 -8.82876
O 1.26279 -8.10704 -1.53843
C 2.22032 -7.97025 -0.78414
C 3.35340 -8.86594 -0.93646
C 3.17062 -10.19107 -1.31591
C 4.20381 -11.09969 -1.23067
C 5.45511 -10.73521 -0.75133
C 5.61681 -9.41478 -0.33549
C 4.61602 -8.47130 -0.45173
C 4.83605 -7.07534 0.04544
O 5.93696 -6.61150 0.21962
C 3.60390 -6.34407 0.49021
C 3.70410 -5.20507 1.33019
C 2.56349 -4.62266 1.84291
C 1.29387 -5.08994 1.39936
C 1.18095 -6.15482 0.46425
C 2.33910 -6.74846 0.08398
H 2.23614 -10.48984 -1.67492
H 4.08568 -12.18831 -1.52606
H 6.21719 -11.50511 -0.66162
H 6.53707 -9.11258 0.14413
H 4.71148 -4.97739 1.75824
H 2.61332 -3.89791 2.63162
H 0.42314 -4.57832 1.78182
H 0.20895 -6.48587 0.15692
O -0.94313 -5.19938 7.64179
C -0.50056 -4.10726 7.88221
C 1.00302 -3.81960 7.75657
C 1.81865 -4.94474 7.65117
C 3.18300 -4.75736 7.50151
C 3.78445 -3.49613 7.38548
C 3.01449 -2.41044 7.54894
C 1.60784 -2.56553 7.69681
C 0.71550 -1.35492 7.94519
O 1.11786 -0.21172 7.91412
C -0.74818 -1.61199 8.29292
C -1.58862 -0.52680 8.47876
C -2.86609 -0.77899 8.94646
C -3.27706 -2.07820 9.33104
C -2.49873 -3.16036 8.99311
C -1.29799 -2.93343 8.42515
H 1.36506 -5.92558 7.58752
H 3.81521 -5.68608 7.54069
H 4.84072 -3.45664 7.28062
H 3.42611 -1.37824 7.53419
H -1.33842 0.44965 8.09078
H -3.52981 -0.01304 9.30359
H -4.23943 -2.18920 9.81214
H -2.80313 -4.19290 9.16194
O 2.44971 -1.48063 4.12270
C 1.72257 -1.45351 3.20787
C 2.07043 -0.50412 2.10298
C 3.27352 0.06706 2.18711
C 3.62427 0.93717 1.10537
C 2.83120 0.94894 -0.03020
C 1.64569 0.28794 -0.10804
C 1.21951 -0.34409 1.04133
C -0.13913 -0.98969 1.02675
O -0.87530 -0.74233 0.12850
C -0.46108 -1.99087 2.11666
C -1.63073 -2.76712 1.97816
C -1.97840 -3.59191 3.03366
C -1.13285 -3.67106 4.12648
C 0.10316 -3.01668 4.18297
C 0.43070 -2.13327 3.17849
H 3.97031 -0.04593 3.00020
H 4.59308 1.43994 1.10043
H 3.22919 1.46794 -0.89894
H 0.99056 0.31671 -0.98521
H -2.18878 -2.72422 1.08646
H -2.95172 -4.05942 3.07572
H -1.42416 -4.17378 5.01290
H 0.85701 -3.27042 5.01148
C 0.31992 -4.43619 -2.42278
C -0.91995 -3.50809 -2.22666
C -2.16812 -3.97880 -3.03067
O -2.69506 -5.07568 -2.17819
C -2.29872 -4.70324 -0.93325
O -2.62371 -5.32102 0.03380
O -1.49719 -3.58653 -0.95121
H -0.01770 -5.47281 -2.72113
H 0.94278 -4.44371 -1.54825
H 0.94694 -4.04693 -3.22948
H -0.63014 -2.50418 -2.42231
H -1.94827 -4.26512 -4.05102
H -2.82585 -3.07801 -3.02805
*
```